Formula: C22H24F3N3O4
Source: the OMol25 dataset
Level of theory: ωB97M-V with the def2-TZVPD basis set

Structure (ORCA input):
```
! RIJCOSX wB97M-V def2-TZVPD def2/J DEFGRID3
* xyz 0 1
H -5.5425 -3.0758 0.5349
H 0.9925 -3.8515 1.7496
C -1.9088 2.0786 2.1539
C 1.1396 -2.8860 1.2698
N -1.2623 -2.6854 0.7425
C 1.3317 0.8142 -0.4883
H -1.2879 3.1777 0.4023
C -4.5617 -3.0101 0.0545
C -3.1510 -2.2418 2.0615
C 3.9016 1.5782 -3.1460
H 0.0964 -3.5280 -0.5117
C 0.0821 -2.6809 0.1869
H 1.6964 3.1570 2.5253
O -1.0779 -0.9643 2.2310
H 2.0582 4.0310 0.3054
C 1.2498 2.0493 0.1892
H -4.5304 -3.7348 -0.7587
C 2.9605 2.9441 -1.2740
N 0.6268 -0.2903 0.0052
H -0.0241 2.0081 3.8956
H -2.9653 2.2055 1.9105
F 4.3712 0.3286 -3.2804
H 3.5958 3.7630 -1.5723
H -3.9528 0.3727 0.1501
N 0.3578 2.1777 1.2654
H 0.4312 4.2247 1.8405
O -1.6037 3.0702 3.1070
H 2.2455 -0.2545 -2.1011
H -1.2773 1.4078 0.2012
O 0.4745 -1.5521 -1.8799
H -3.6875 -0.1934 2.4976
H -3.7864 -4.2942 1.6070
H -0.0739 3.7711 4.2076
C -3.4812 -3.3790 1.0939
C 0.3933 -1.4416 -0.6781
H 1.0871 -2.1092 2.0279
H 2.1275 -2.8711 0.8173
C -0.2442 2.9943 3.4606
H -3.1805 -2.5678 3.1051
H -5.0654 -1.2748 2.2463
H 0.3218 -0.2221 0.9742
C -1.0527 2.2193 0.8942
C 2.9963 1.7413 -1.9618
C -1.7229 -1.8552 1.7248
C 2.1911 0.6819 -1.5709
C 0.6460 3.2197 2.2371
C -2.1873 -3.6469 0.3548
H -1.7342 1.0862 2.5894
C 2.0918 3.0852 -0.2098
C -4.1178 -0.6530 0.4381
O -1.9640 -4.5201 -0.4351
H -4.3805 -1.4331 -1.5048
C -4.0642 -1.0147 1.8905
F 3.2846 1.8740 -4.3077
C -4.3457 -1.6150 -0.4431
F 4.9793 2.3806 -3.0896
*
```

E_LUMO (Ha): 0.0178
Molecular weight (g/mol): 451.4
SMILES: C[C@H](C(=O)Nc1cc(C(F)(F)F)ccc1N1CCOCC1)N1C(=O)[C@H]2CC=CC[C@H]2C1=O
E_HOMO (eV): -8.394
Energy above the lowest of the compared OMol25 structures with the same formula, charge and spin (kcal per mole): 2.7

Charges in e, computed with Mulliken, in the same order as the atoms: atom 1 (H): 0.38, atom 2 (H): 0.43, atom 3 (C): -0.09, atom 4 (C): -1.54, atom 5 (N): 0.43, atom 6 (C): -0.15, atom 7 (H): 0.26, atom 8 (C): -0.89, atom 9 (C): 0.09, atom 10 (C): 1.04, atom 11 (H): 0.54, atom 12 (C): -0.18, atom 13 (H): 0.46, atom 14 (O): -0.71, atom 15 (H): 0.43, atom 16 (C): 0.57, atom 17 (H): 0.52, atom 18 (C): -1.43, atom 19 (N): 0.21, atom 20 (H): 0.25, atom 21 (H): 0.36, atom 22 (F): -0.27, atom 23 (H): 0.45, atom 24 (H): 0.41, atom 25 (N): 0.50, atom 26 (H): 0.44, atom 27 (O): -0.52, atom 28 (H): 0.59, atom 29 (H): 0.52, atom 30 (O): -0.66, atom 31 (H): 0.42, atom 32 (H): 0.31, atom 33 (H): 0.40, atom 34 (C): 0.15, atom 35 (C): 0.05, atom 36 (H): 0.27, atom 37 (H): 0.42, atom 38 (C): -0.75, atom 39 (H): 0.45, atom 40 (H): 0.55, atom 41 (H): 0.28, atom 42 (C): -0.78, atom 43 (C): -0.46, atom 44 (C): 0.07, atom 45 (C): -0.57, atom 46 (C): -0.75, atom 47 (C): 0.18, atom 48 (H): 0.12, atom 49 (C): -0.10, atom 50 (C): -0.17, atom 51 (O): -0.65, atom 52 (H): 0.42, atom 53 (C): -1.02, atom 54 (F): -0.26, atom 55 (C): -0.75, atom 56 (F): -0.28